(1)
The following is a quantum chemistry calculation of an isolated ion of composition C27H54ClNO4P and charge +1 at a distorted geometry, from the OMol25 dataset.

Summary:
Total charge: +1
2S+1: 1
SMILES string: CCCCCCCCCCCCCCCCCCCC[C@H]1[C@@H](C)O[C@@H](P(O)Cl)C[N@H+]1CC(=O)O
E_HOMO, eV: -11.72
Largest force on an atom, eV/A: 4.255

Element x y z (Å)
C 10.3150 3.2719 1.4155
C 9.1890 2.1754 1.3393
C 7.8150 2.8668 1.1529
C 6.7056 1.8740 0.6803
C 6.9280 1.5134 -0.8109
C 5.8129 0.5465 -1.3011
C 4.4606 1.2826 -1.4792
C 3.5355 0.5550 -2.4905
C 3.0140 -0.8064 -1.9228
C 3.2524 -2.0194 -2.8721
C 3.3958 -3.3385 -2.0682
C 2.2271 -3.5733 -1.0460
C 2.6623 -3.4598 0.4463
C 2.0108 -2.2627 1.1963
C 0.4737 -2.5059 1.4128
C -0.4185 -1.6758 0.4184
C -1.4501 -0.7483 1.1225
C -2.9216 -1.2373 0.9746
C -3.6084 -0.5792 -0.2636
C -3.9650 0.9174 -0.0525
C -5.4475 1.2956 0.1375
C -6.2666 1.4714 -1.1899
C -5.8494 0.5558 -2.3408
O -7.6846 1.4499 -0.9776
C -8.0659 2.0042 0.2637
P -9.9597 1.9187 0.2716
O -10.3045 3.2470 1.2161
Cl -10.5081 0.1502 1.2455
C -7.4100 1.3626 1.5171
N -6.1955 0.5222 1.1806
C -6.6757 -0.8455 0.7865
C -6.0814 -1.9612 1.6938
O -5.8169 -2.9693 1.2140
O -5.8685 -1.7537 3.0326
H 10.8478 3.1525 2.3656
H 10.9821 3.1362 0.5537
H 9.8584 4.2666 1.3310
H 9.4013 1.4886 0.5089
H 9.1622 1.5617 2.2519
H 7.8619 3.6820 0.4144
H 7.4881 3.3078 2.1087
H 6.7465 0.9775 1.3194
H 5.7144 2.3369 0.8147
H 6.9716 2.4131 -1.4420
H 7.8836 0.9693 -0.8606
H 6.1355 0.0640 -2.2368
H 5.6860 -0.2290 -0.5287
H 3.9535 1.3776 -0.5052
H 4.6278 2.3122 -1.8420
H 4.0639 0.4182 -3.4451
H 2.6679 1.2171 -2.6423
H 1.9344 -0.6955 -1.7566
H 3.5739 -1.0017 -0.9961
H 4.1460 -1.8004 -3.4760
H 2.3841 -2.0745 -3.5514
H 4.3750 -3.3589 -1.5670
H 3.4069 -4.1587 -2.8050
H 1.8749 -4.5973 -1.2507
H 1.3848 -2.9059 -1.2793
H 3.7516 -3.2940 0.4970
H 2.4585 -4.3952 0.9883
H 2.1607 -1.3139 0.6702
H 2.4771 -2.2497 2.1940
H 0.2170 -2.2687 2.4556
H 0.2670 -3.5703 1.2249
H -0.9438 -2.4064 -0.2186
H 0.2595 -1.0975 -0.2246
H -1.3346 0.2785 0.7363
H -1.2258 -0.7493 2.1992
H -2.9002 -2.3121 0.7422
H -3.4659 -1.0307 1.9119
H -4.4232 -1.2261 -0.6078
H -2.8422 -0.6243 -1.0557
H -3.5194 1.5194 -0.8557
H -3.4384 1.2454 0.8646
H -5.4060 2.3226 0.5421
H -6.0420 2.5023 -1.5288
H -5.8487 -0.5167 -2.1135
H -4.8684 0.8136 -2.7579
H -6.5790 0.7134 -3.1514
H -7.8311 3.0883 0.2379
H -11.1649 3.0295 1.6237
H -8.1004 0.8275 2.1815
H -7.0193 2.1963 2.1259
H -5.6296 0.5434 2.0319
H -7.7624 -0.9198 0.9522
H -6.5049 -1.1102 -0.2547
H -5.1736 -1.0988 3.2028

---

(2)
The following is a quantum chemistry calculation of a 2-piece molecular cluster, C27H54FO8P2S overall at a distorted geometry, from the OMol25 dataset.

Summary:
Total charge: -1
2S+1: 1
E_HOMO, eV: -4.66
Largest force on an atom, eV/A: 5.226

Element x y z (Å)
C -5.4409 4.0905 6.6010
C -6.9032 4.1553 7.0760
C -7.9644 4.1080 5.9642
P -8.0388 2.4973 4.9752
C -8.1830 0.9270 3.8877
C -7.1311 -0.1211 4.1873
O -6.8421 -0.8677 2.9805
C -5.4649 -0.9113 2.7220
C -5.1778 -1.7674 1.4854
O -3.9886 -2.5421 1.7068
C -2.9129 -2.1340 0.9683
C -2.3013 -3.0179 0.1007
C -1.2279 -2.6061 -0.6734
C -0.7199 -1.3168 -0.6070
C 0.4314 -0.7990 -1.4713
C -0.0621 0.5382 -2.1024
C 0.6659 -1.7133 -2.6867
C 1.7179 -0.4613 -0.6906
C 2.2737 -1.4833 0.3277
C 2.2645 -2.9401 -0.1297
C 3.7681 -1.1147 0.5064
C 1.6303 -1.3330 1.7399
C -1.3378 -0.4452 0.2923
C -2.4047 -0.8450 1.0693
S -6.8111 3.4749 3.1807
O -6.0941 4.7030 3.4641
O -5.8851 2.4526 2.7094
F -7.8089 3.7058 1.8970
H -5.2946 3.4646 5.7273
H -5.0321 5.0897 6.4633
H -4.8434 3.6239 7.3935
H -7.0316 5.1255 7.5698
H -7.1285 3.3997 7.8325
H -7.9366 5.0121 5.3519
H -8.9274 4.1385 6.4872
H -9.2791 2.9693 4.3484
H -8.8235 1.8627 6.0230
H -6.8237 1.9757 5.5830
H -8.1419 1.1595 2.8247
H -9.1645 0.4950 4.1013
H -7.4393 -0.8354 4.9563
H -6.1886 0.3315 4.5078
H -5.0362 0.0864 2.5743
H -4.9396 -1.3941 3.5586
H -6.0288 -2.4205 1.2901
H -5.0464 -1.1123 0.6229
H -2.6875 -4.0248 0.0086
H -0.7929 -3.3212 -1.3588
H 0.5605 0.8177 -2.9521
H -1.0937 0.3891 -2.4273
H -0.1071 1.3337 -1.3602
H 0.8609 -2.7481 -2.4203
H -0.2754 -1.7221 -3.2451
H 1.4281 -1.2845 -3.3356
H 1.5455 0.4649 -0.1363
H 2.5149 -0.2494 -1.4126
H 2.9452 -3.5524 0.4649
H 1.2716 -3.3883 -0.1285
H 2.6364 -2.9836 -1.1578
H 3.8950 -0.0389 0.6439
H 4.1944 -1.6715 1.3416
H 4.3463 -1.3976 -0.3799
H 0.9724 -2.1779 1.9406
H 2.4226 -1.3378 2.4885
H 1.1046 -0.3839 1.8161
H -1.0126 0.5812 0.4001
H -2.8702 -0.1311 1.7382
O 6.6335 -1.1458 -6.1185
P 6.8845 -0.2850 -4.9486
O 7.8713 -1.0666 -3.9304
C 8.9363 -1.8855 -4.4096
C 10.2402 -1.1197 -4.5205
O 5.5094 -0.2945 -4.1104
C 4.3032 -0.8221 -4.6634
C 4.0956 -2.2626 -4.2453
O 7.1724 1.2206 -4.4864
C 8.3429 1.9306 -4.9121
C 8.5673 1.8721 -6.4092
H 8.6790 -2.3412 -5.3676
H 9.0508 -2.6936 -3.6861
H 10.1785 -0.3506 -5.2940
H 11.0575 -1.7928 -4.7823
H 10.4820 -0.6283 -3.5773
H 4.2950 -0.7226 -5.7482
H 3.4873 -0.2051 -4.2815
H 4.9902 -2.8604 -4.4209
H 3.2633 -2.7098 -4.7906
H 3.8792 -2.3197 -3.1768
H 9.2118 1.5633 -4.3604
H 8.1975 2.9656 -4.6052
H 8.6406 0.8401 -6.7661
H 9.4881 2.3914 -6.6750
H 7.7383 2.3432 -6.9382

---

(3)
The following is a quantum chemistry calculation of C27H54HgN3O6Ti2 as an isolated structure at a distorted geometry, from the OMol25 dataset.

Summary:
Total charge: +1
2S+1: 7
E_HOMO (alpha / beta), eV: -7.72 / -10.17
⟨S²⟩: 12.005
Largest force on an atom, eV/A: 2.154

Element x y z (Å)
Ti -15.1824 -16.0421 1.1747
Ti -17.4324 -15.6333 -4.5349
Hg -14.8122 -16.6313 -2.2506
C -11.6075 -9.7655 1.3155
C -12.3613 -10.2587 0.0708
C -11.4961 -11.0960 -0.8505
C -12.2705 -11.4229 -2.1324
N -11.6661 -12.5139 -2.9690
C -12.4232 -12.7278 -4.2793
C -12.0935 -14.1656 -4.7065
C -11.7008 -14.8854 -3.4241
C -11.8905 -13.8790 -2.3069
C -10.2068 -12.3099 -3.2487
C -9.8212 -10.9729 -3.9065
C -8.3031 -10.9073 -4.1061
H -10.8985 -8.9676 1.0961
H -11.0885 -10.6168 1.7628
H -12.2854 -9.3981 2.0859
H -12.9173 -9.4571 -0.4188
H -13.1495 -10.9488 0.3932
H -11.1520 -12.0047 -0.3578
H -10.6459 -10.4487 -1.0931
H -12.2288 -10.5478 -2.7814
H -13.3003 -11.7030 -1.9165
H -12.1576 -11.9645 -5.0067
H -13.4874 -12.6344 -4.0647
H -11.2450 -14.1810 -5.3899
H -12.9743 -14.5476 -5.2184
H -10.6842 -15.2773 -3.4513
H -12.3359 -15.7653 -3.3165
H -11.2514 -13.9263 -1.4294
H -12.9317 -13.9310 -1.9820
H -9.8127 -13.1186 -3.8554
H -9.7569 -12.2188 -2.2596
H -10.1804 -10.1270 -3.3222
H -10.2979 -10.9416 -4.8915
H -7.9966 -9.9904 -4.5953
H -7.9390 -11.7619 -4.6815
H -7.8597 -11.0872 -3.1228
O -15.8455 -17.7015 -0.4070
C -17.1812 -17.5848 -0.8424
C -17.5665 -17.9634 -2.2911
O -16.7207 -17.5472 -3.3379
H -17.4705 -16.5163 -0.7327
H -17.8506 -18.0373 -0.1026
H -18.5690 -17.5911 -2.5307
H -17.6610 -19.0586 -2.2811
O -15.2985 -14.7996 -3.6251
C -15.3781 -13.6387 -2.8287
C -15.4210 -13.7805 -1.2855
O -14.5917 -14.7746 -0.7127
H -16.1842 -13.0090 -3.2096
H -14.3769 -13.1828 -2.9545
H -16.4359 -14.0632 -0.9691
H -15.2251 -12.7865 -0.8689
N -13.6760 -11.9512 2.5774
C -13.6060 -12.1868 3.9008
C -14.8526 -12.0591 4.4483
C -15.7049 -11.5853 3.4018
C -14.9568 -11.5823 2.2438
H -12.9710 -11.9710 1.8661
H -12.6591 -12.4295 4.3573
H -15.1391 -12.1880 5.4779
H -16.7328 -11.2888 3.5280
H -15.1803 -11.4578 1.1966
N -20.5084 -14.6124 -4.8969
C -20.1334 -14.8216 -3.6017
C -19.3144 -13.7843 -3.2259
C -19.0226 -13.0207 -4.3828
C -19.7924 -13.5438 -5.3939
H -21.1809 -15.1166 -5.4458
H -20.5257 -15.6503 -3.0353
H -18.8993 -13.6773 -2.2356
H -18.3736 -12.1647 -4.4527
H -19.9145 -13.2672 -6.4280
C -10.7459 -14.1984 2.3250
C -11.5814 -14.8149 1.2416
O -12.3052 -13.7421 0.6057
H -11.3567 -13.9273 3.1882
H -10.2656 -13.2624 2.0268
H -9.9516 -14.8018 2.7676
H -12.3798 -15.4635 1.6392
H -11.0609 -15.3982 0.4751
H -13.0402 -14.0919 0.0559
C -16.3952 -12.9148 -6.5038
C -15.1181 -13.5010 -7.0818
O -14.7195 -14.6614 -6.3832
H -17.2257 -13.6239 -6.4404
H -16.7228 -12.1130 -7.1694
H -16.2444 -12.6020 -5.4671
H -14.3224 -12.7731 -7.2564
H -15.4100 -13.8600 -8.0728
H -14.7247 -14.5881 -5.4117